{"formula": "C5H9NO3", "method": "ωB97M-V with the def2-TZVPD basis set", "lumo_energy_ev": 0.5, "elements": ["C", "C", "C", "C", "C", "H", "H", "H", "H", "H", "H", "H", "H", "H", "N", "O", "O", "O"], "coordinates": [[2.732, -0.071, -0.421], [0.522, -0.268, 0.593], [-1.162, 1.339, 0.133], [-2.324, 0.406, -0.163], [-0.026, -1.548, -0.046], [2.783, -1.152, -1.013], [2.357, 0.846, -0.998], [3.875, 0.322, 0.192], [0.001, -0.194, 1.506], [-1.457, 2.273, -0.314], [-0.874, 1.544, 1.188], [-3.259, 0.892, 0.284], [-2.388, 0.152, -1.312], [0.626, -2.308, -0.286], [-1.309, -1.788, -0.376], [1.914, -0.353, 0.789], [0.162, 0.833, -0.289], [-2.171, -0.926, 0.532]], "atomic_forces_ev_per_a": [[2.140, -0.537, 1.869], [0.175, -0.511, -2.222], [1.502, -0.834, 0.865], [-0.364, -1.712, 0.153], [-4.978, 1.024, -0.897], [0.308, 3.237, 1.143], [0.438, -1.780, 0.725], [-3.464, -1.641, -2.436], [-0.101, 0.547, 1.534], [0.710, 0.520, -0.604], [-1.544, -0.052, -0.195], [1.078, -0.833, -0.904], [-0.122, 0.852, 2.250], [1.541, -1.461, -1.165], [3.117, 1.048, 3.325], [-0.414, 1.025, -1.189], [-0.890, -0.408, 0.474], [0.868, 1.515, -2.723]]}

***

{"formula": "C5H9NO3", "method": "ωB97M-V with the def2-TZVPD basis set", "lumo_energy_ev": -0.8, "elements": ["C", "C", "C", "C", "C", "N", "O", "O", "O", "H", "H", "H", "H", "H", "H", "H", "H", "H"], "coordinates": [[0.097, -0.066, 1.884], [0.129, -1.118, -0.837], [-0.862, 0.924, -1.748], [-0.191, 0.882, 0.618], [-0.740, 0.004, -0.542], [1.593, -0.451, 1.952], [-0.654, -0.435, 2.716], [2.399, 0.188, 1.304], [1.824, -1.447, 2.581], [0.955, -0.998, -1.454], [0.442, -1.695, 0.014], [-0.407, -1.896, -1.504], [-0.105, 0.602, -2.407], [-1.882, 0.790, -2.191], [-0.703, 2.022, -1.482], [-0.924, 1.670, 1.019], [0.847, 1.360, 0.328], [-1.820, -0.337, -0.250]], "atomic_forces_ev_per_a": [[-1.094, 2.400, -1.663], [-1.509, -4.178, -1.029], [-1.712, 1.284, 0.464], [1.287, -0.069, 1.807], [-2.494, 2.282, 1.549], [0.453, -0.762, -0.076], [0.622, -0.146, -0.301], [-0.175, 0.142, 0.244], [0.222, -0.287, 0.411], [1.896, 1.233, -0.752], [0.121, -0.321, 0.536], [0.276, 1.039, 1.129], [0.682, 0.120, -1.275], [1.030, 0.344, -0.002], [-0.315, -1.456, -0.440], [1.008, -1.147, -0.868], [-2.321, -0.834, 0.513], [2.021, 0.356, -0.248]]}

***

HOMO for the records above, in order: -9.80; -10.58 eV
Relative energy (zero: lowest compared OMol25 entry of this formula, charge and spin) for the records above, in order: 7.0172; 5.1761 eV
E for the records above, in order: -476.18629; -476.25395 Eh